79
Properties=species:S:1:pos:R:3:forces:R:3 method="wB97M-V/def2-TZVPD" homo_lumo_gap_ev="8.32 / 9.15" charge=+1 e_lumo_ha="-0.127 / -0.096" molar_mass_g_mol=595.5 s_squared=0.842 energy_ha=-3367.9226 multiplicity=2 homo_energy_ev="-11.77 / -11.77"
Fe -0.236879 -0.035804 -0.043152 -0.282 -0.814 -0.189
S -4.878144 -1.889246 3.728476 0.115 -0.301 0.082
O -5.375904 -2.696704 2.651162 0.028 0.086 0.159
O -5.333566 -2.049579 5.077957 0.010 0.149 -0.165
O 1.445085 0.432180 1.227226 -0.098 0.407 0.186
O -0.741210 -1.244142 1.700251 -0.142 -0.263 -0.428
O 1.605836 -3.449948 -0.856092 -0.222 0.068 -0.100
O 0.986847 -1.351966 -0.585061 0.297 0.610 0.130
O -2.355201 -0.488372 0.432896 0.279 0.136 0.314
N -3.229591 -2.030934 3.745399 -0.244 0.089 0.273
N -3.306773 2.917326 0.107850 0.371 0.161 -0.132
N -1.125236 -0.377963 -1.784725 -0.233 -0.257 -0.557
C -0.741288 2.861497 -0.112433 -0.644 -0.129 -0.195
C -5.346095 0.124655 1.940073 -0.068 -0.079 0.066
C -3.476503 4.306266 -0.397994 0.075 -0.091 0.007
C 0.888004 2.049315 -1.667715 -0.071 -0.296 0.056
C -3.627344 1.919192 -0.945517 0.137 0.038 -0.032
C -5.165675 -0.197116 3.278626 0.059 0.012 -0.185
C -5.724871 2.437881 2.562191 -0.004 -0.166 0.114
C -0.646303 -1.424690 -2.722989 0.088 -0.259 0.141
C -0.139990 1.766568 -0.759812 0.804 0.577 0.372
C 1.555636 1.684792 1.936484 0.039 -0.213 -0.089
C -5.640586 1.433633 1.595349 -0.121 0.045 -0.097
C 0.795075 4.398601 -1.174535 -0.005 0.047 -0.004
C 2.700849 -0.306758 1.169576 -0.108 0.081 0.191
C -5.525185 2.088630 3.895486 0.032 0.027 0.006
C -5.262681 0.775183 4.258878 0.019 0.032 0.038
C 0.818303 -2.556268 -1.068438 0.100 -0.144 0.062
C -2.550445 -3.041966 2.926459 0.038 0.028 -0.009
C -1.948325 2.669827 0.776198 -0.035 -0.063 0.095
C 1.349672 3.339020 -1.879507 -0.014 0.059 0.014
C 3.589735 0.180967 0.053952 0.053 -0.081 -0.091
C 0.430393 1.808661 2.945091 -0.010 -0.067 -0.022
C -0.254268 4.157269 -0.306508 -0.047 -0.046 -0.099
C -1.879709 -1.402908 1.202982 0.286 0.092 0.453
C -0.394811 -2.721617 -1.961795 -0.051 0.192 -0.121
C -2.631402 -2.681137 1.456678 0.157 -0.051 -0.157
C -6.066650 3.847769 2.168692 -0.052 0.051 0.111
H -2.907008 2.052051 -1.748419 -0.006 0.020 -0.073
H 4.550046 -0.331553 0.125855 0.019 0.011 -0.046
H -0.697544 4.984875 0.236553 0.001 -0.005 0.022
H 0.650415 1.226301 3.838849 0.004 0.002 0.007
H -1.233772 0.493581 -2.290024 -0.001 -0.020 -0.058
H -0.211520 -3.560675 -2.628037 -0.046 0.022 -0.082
H -0.500673 1.407039 2.548078 -0.026 0.035 -0.041
H -3.272560 5.007035 0.407810 0.003 0.011 -0.002
H 1.374057 1.231655 -2.194232 -0.011 0.023 0.094
H 3.156689 -0.046638 -0.922124 0.012 0.029 0.125
H -2.026305 1.644715 1.136979 -0.045 0.071 0.038
H -5.156070 0.498685 5.299587 -0.005 0.010 -0.002
H -5.355961 4.244570 1.440274 -0.095 0.096 -0.001
H 1.582163 2.502635 1.213061 -0.109 -0.006 0.029
H 0.280137 2.850124 3.234290 0.023 -0.005 0.012
H -4.499085 4.425134 -0.747433 0.002 0.009 -0.019
H -4.633199 2.112805 -1.310903 0.036 -0.004 -0.040
H -5.606445 2.846552 4.664680 -0.005 0.004 -0.007
H -2.909172 -4.055739 3.113866 -0.139 0.085 -0.071
H -2.778965 4.465106 -1.214125 0.021 0.023 -0.037
H 0.275337 -1.075953 -3.188585 0.004 0.020 0.041
H 3.777169 1.253891 0.129572 -0.007 0.009 -0.002
H -3.983768 2.777373 0.861223 -0.073 -0.154 0.096
H -1.384952 -1.568156 -3.514195 -0.040 0.039 0.051
H 2.438029 -1.351578 1.065655 0.034 0.012 -0.062
H -3.650174 -2.616065 1.091114 -0.056 -0.028 0.006
H 2.164972 3.518030 -2.568884 -0.018 -0.030 -0.010
H -6.055115 4.513411 3.030298 0.006 -0.007 -0.019
H -1.500138 -2.993891 3.213214 -0.045 -0.057 0.068
H 2.504642 1.683251 2.469399 0.096 0.077 -0.069
H 1.174351 5.403470 -1.304980 -0.003 -0.015 0.004
H -2.039307 -0.641889 -1.420000 -0.081 -0.037 -0.201
H -5.308694 -0.656935 1.193024 -0.004 0.015 -0.009
H -2.924882 -2.022205 4.712084 0.033 0.030 -0.056
H -3.545582 0.921404 -0.518230 -0.067 0.099 -0.004
H -1.274512 -2.972511 -1.359026 0.026 -0.027 0.010
H -1.944747 3.349290 1.628812 0.075 0.008 -0.002
H -7.059522 3.897866 1.720560 0.007 0.009 -0.036
H -2.109460 -3.467419 0.900715 -0.053 0.048 -0.064
H -5.877496 1.669357 0.557272 -0.005 -0.056 0.172
H 3.180303 -0.161120 2.138512 0.003 -0.036 0.041